(1)
Below is a structure of composition C21H56F3HfN3O13S, with properties calculated with wB97M-V/def2-TZVPD.

multiplicity = 1
E_LUMO = -10.53 eV
total charge = +2

Positions of all 98 atoms, in Å:
Hf -3.52 -0.66 1.59
C 0.51 1.13 0.05
C 0.03 -0.20 0.65
O -1.35 -0.46 0.79
H 1.53 1.21 -0.30
H 0.30 1.99 0.69
H -0.12 1.39 -0.81
H 0.59 -0.34 1.58
H 0.47 -1.06 0.13
C -0.87 -4.70 0.93
F -0.61 -5.95 1.30
F -0.24 -3.82 1.74
F -0.36 -4.55 -0.27
S -2.74 -4.36 1.04
O -3.25 -5.08 2.17
O -2.88 -2.87 1.13
O -3.35 -4.85 -0.20
C 1.29 -1.98 4.08
O -0.09 -1.71 4.30
C -0.30 -1.31 5.64
C -0.31 -2.51 6.59
N -1.41 -3.48 6.48
C -1.52 -4.17 5.21
C -1.66 -5.68 5.42
O -0.75 -6.17 6.40
C -0.88 -7.54 6.75
H 1.47 -1.89 3.01
H 1.65 -2.92 4.50
H 1.94 -1.17 4.44
H -1.23 -0.73 5.66
H 0.49 -0.60 5.91
H -0.40 -2.12 7.61
H 0.70 -2.94 6.59
H -1.14 -4.24 7.10
H -0.63 -4.14 4.58
H -2.30 -3.75 4.57
H -1.58 -6.23 4.48
H -2.73 -5.88 5.58
H -0.75 -7.63 7.82
H -0.08 -8.10 6.26
H -1.82 -7.93 6.35
C 4.32 1.39 -2.48
O 5.35 2.33 -2.78
C 5.53 3.36 -1.79
C 5.87 4.70 -2.45
N 7.08 4.64 -3.26
C 7.20 5.84 -4.10
C 7.87 7.02 -3.37
O 6.88 7.53 -2.51
C 7.40 8.39 -1.50
H 4.42 0.75 -1.59
H 4.33 0.54 -3.17
H 3.39 1.95 -2.48
H 6.26 3.02 -1.05
H 4.61 3.53 -1.23
H 5.98 5.41 -1.63
H 5.02 5.05 -3.04
H 7.00 3.88 -3.93
H 6.33 6.05 -4.72
H 7.88 5.52 -4.90
H 8.16 7.74 -4.14
H 8.63 6.65 -2.69
H 8.09 9.17 -1.83
H 7.98 7.87 -0.73
H 6.60 8.95 -1.01
C -0.90 -2.19 -2.46
O -2.03 -1.32 -2.80
C -2.10 -0.75 -4.10
C -2.78 0.65 -4.12
N -4.23 0.52 -3.88
C -4.97 0.22 -5.07
C -6.41 0.76 -5.09
O -7.26 -0.23 -4.55
C -8.59 0.24 -4.55
H -0.03 -1.53 -2.53
H -0.93 -2.96 -3.23
H -1.05 -2.41 -1.41
H -2.51 -1.47 -4.80
H -1.13 -0.51 -4.54
H -2.55 1.20 -5.03
H -2.30 1.17 -3.29
H -4.61 1.22 -3.27
H -5.02 -0.84 -5.35
H -4.51 0.62 -5.98
H -6.75 1.03 -6.09
H -6.53 1.72 -4.57
H -8.74 0.94 -3.72
H -9.22 -0.60 -4.28
H -8.95 0.70 -5.47
O -2.46 0.89 2.94
H -2.89 1.32 3.69
H -1.59 1.34 2.84
O -0.55 2.81 3.01
H -0.56 3.45 2.29
H -0.59 3.34 3.82
O -3.76 -0.72 -0.83
H -3.18 -1.27 -1.40
H -4.60 -0.65 -1.32



(2)
Below is a structure of composition C21H56Li3O25PS7, with properties calculated with wB97M-V/def2-TZVPD.

multiplicity = 1
E_LUMO = -1.82 eV
total charge = 0

Positions of all 113 atoms, in Å:
Li -4.27 4.15 -0.96
Li 2.43 -0.14 1.32
Li -1.28 4.20 3.48
P -0.91 1.84 0.07
O 0.29 1.28 -0.79
O -2.32 1.34 -0.42
O -1.09 3.39 0.17
O -0.55 1.51 1.54
O -3.04 -4.44 7.02
S -4.05 -4.01 6.09
O -5.26 -4.89 5.86
O -4.65 -2.53 6.61
C -3.71 -1.62 7.15
C -3.76 -1.67 8.60
C -3.35 -3.46 4.44
H -4.09 -0.64 6.88
H -2.71 -1.66 6.72
H -3.23 -2.58 8.87
H -4.80 -1.72 8.93
H -3.23 -0.89 9.15
H -2.99 -4.37 3.95
H -2.53 -2.75 4.60
H -4.14 -2.93 3.92
O 5.01 -0.49 8.59
S 3.72 -0.70 7.94
O 3.56 -1.19 6.56
O 2.75 -1.56 9.00
C 2.64 -1.17 10.34
C 2.65 -2.37 11.18
C 2.88 0.96 8.19
H 1.71 -0.63 10.53
H 3.40 -0.41 10.49
H 2.62 -2.03 12.22
H 3.59 -2.85 10.93
H 1.78 -3.00 10.99
H 2.97 1.14 9.26
H 1.83 0.92 7.88
H 3.42 1.76 7.69
O -10.47 2.23 -0.24
S -10.28 0.88 0.28
O -11.25 0.42 1.29
O -10.09 -0.31 -0.87
C -9.09 -0.27 -1.84
C -9.68 -0.61 -3.16
C -8.57 0.68 1.14
H -8.34 -1.02 -1.59
H -8.59 0.70 -1.88
H -10.40 0.18 -3.39
H -10.22 -1.55 -3.06
H -8.90 -0.64 -3.92
H -7.81 0.98 0.41
H -8.54 -0.38 1.40
H -8.50 1.22 2.08
O 9.49 0.25 -4.92
S 8.85 -1.06 -4.84
O 8.81 -2.02 -5.93
O 9.51 -1.92 -3.60
C 9.62 -1.23 -2.33
C 11.08 -1.07 -1.87
C 7.12 -0.87 -4.18
H 9.09 -1.89 -1.63
H 8.99 -0.34 -2.24
H 11.58 -2.03 -1.78
H 11.10 -0.52 -0.92
H 11.64 -0.46 -2.58
H 6.98 0.03 -3.58
H 6.88 -1.71 -3.53
H 6.49 -0.89 -5.07
O -3.68 4.50 -5.74
S -3.67 4.01 -7.11
O -4.72 4.40 -8.03
O -2.17 4.21 -7.81
C -1.08 4.43 -7.01
C 0.02 3.48 -7.44
C -3.66 2.16 -7.15
H -1.30 4.36 -5.94
H -0.67 5.41 -7.26
H -0.13 2.51 -6.95
H 0.95 3.91 -7.08
H 0.16 3.25 -8.50
H -2.68 1.76 -7.39
H -4.48 1.94 -7.84
H -3.85 1.78 -6.15
O 6.02 3.68 0.25
S 6.53 5.04 -0.04
O 7.08 5.93 1.01
O 7.61 4.81 -1.33
C 8.49 5.89 -1.57
C 9.90 5.39 -1.19
C 5.16 6.00 -0.86
H 8.22 6.83 -1.08
H 8.35 6.09 -2.64
H 10.09 5.80 -0.20
H 10.74 5.62 -1.84
H 9.96 4.31 -1.06
H 4.47 6.28 -0.07
H 4.73 5.33 -1.61
H 5.70 6.78 -1.39
O -1.97 -6.10 -6.20
S -3.12 -5.50 -5.49
O -4.26 -5.03 -6.26
O -3.73 -6.64 -4.43
C -5.05 -6.55 -4.00
C -5.16 -7.37 -2.77
C -2.57 -4.16 -4.31
H -5.73 -6.92 -4.77
H -5.22 -5.49 -3.80
H -6.18 -7.53 -2.42
H -4.58 -6.93 -1.96
H -4.89 -8.41 -2.94
H -3.48 -3.70 -3.92
H -1.91 -3.47 -4.83
H -2.00 -4.70 -3.56



(3)
Below is a cluster of 8 separate species, C21H56N2O8 in total, with properties calculated with wB97M-V/def2-TZVPD.

multiplicity = 1
E_LUMO = -0.42 eV
SMILES = CC1(C)CCCC(C)(C)N1O.CC1(C)CCCC(C)(C)N1O.CC(C)O.O.O.O.O.O
total charge = 0

Positions of all 87 atoms, in Å:
C 8.24 12.66 26.19
C 8.65 12.96 24.74
C 8.91 11.59 24.06
C 9.01 11.64 22.54
C 7.72 12.32 22.02
C 7.31 13.67 22.64
N 7.56 13.66 24.08
O 7.34 14.92 24.67
C 8.04 14.79 21.89
C 5.80 13.83 22.40
C 10.01 13.73 24.64
H 7.27 12.18 26.15
H 8.22 13.59 26.76
H 8.95 12.00 26.71
H 9.79 11.06 24.43
H 8.14 10.90 24.41
H 9.08 10.68 22.03
H 9.86 12.19 22.13
H 6.93 11.57 22.14
H 7.97 12.53 20.98
H 7.73 15.78 22.21
H 9.13 14.78 22.00
H 7.94 14.70 20.81
H 5.57 14.88 22.17
H 5.25 13.11 21.80
H 5.20 13.76 23.32
H 10.32 13.81 23.60
H 10.70 13.18 25.27
H 9.90 14.73 25.09
H 8.10 15.47 24.40
C 14.24 9.63 21.97
C 12.81 10.14 21.88
C 12.66 11.35 22.81
C 13.31 12.61 22.28
C 12.70 12.97 20.93
C 12.71 11.78 19.94
N 12.21 10.54 20.60
O 12.21 9.52 19.63
C 11.77 12.20 18.79
C 14.06 11.58 19.24
C 11.90 9.07 22.51
H 14.41 9.27 22.99
H 15.03 10.36 21.79
H 14.45 8.76 21.34
H 11.63 11.69 22.90
H 13.06 11.23 23.82
H 14.39 12.40 22.19
H 13.24 13.49 22.92
H 13.23 13.79 20.44
H 11.69 13.37 21.05
H 10.79 12.50 19.14
H 12.20 12.99 18.16
H 11.69 11.37 18.09
H 13.97 10.76 18.53
H 14.48 12.49 18.82
H 14.79 11.16 19.95
H 12.16 8.06 22.21
H 10.88 9.38 22.31
H 12.04 9.10 23.60
H 11.30 9.18 19.65
O 10.09 6.77 20.70
H 9.84 7.70 20.61
H 9.55 6.28 20.03
O 8.97 9.36 19.67
H 8.53 9.41 18.81
H 8.23 9.30 20.31
O 8.27 5.66 19.05
H 8.33 6.34 18.37
H 7.37 5.71 19.37
O 6.50 8.41 20.45
H 5.61 8.22 20.13
H 6.60 7.87 21.25
O 8.11 8.38 16.97
H 7.18 8.20 17.13
H 8.20 8.37 16.01
C 9.11 14.06 17.44
C 9.17 12.84 16.51
C 8.16 11.76 16.91
O 8.72 13.24 15.21
H 9.68 14.04 18.37
H 8.08 14.34 17.69
H 9.55 14.93 16.94
H 10.17 12.43 16.36
H 8.72 11.08 17.58
H 7.98 11.08 16.08
H 7.34 12.05 17.57
H 9.06 14.12 15.02



(4)
Below is a structure of composition C21H56O23S7V, with properties calculated with wB97M-V/def2-TZVPD.

multiplicity = 1
E_LUMO = -6.82 eV
total charge = +1

Positions of all 108 atoms, in Å:
O -2.08 -0.27 1.37
V -0.96 0.10 0.27
O -1.62 0.02 -1.16
O -7.05 2.76 4.86
S -7.94 3.33 3.83
O -7.80 4.67 3.17
O -7.97 2.20 2.68
C -6.70 2.02 2.03
C -6.89 0.86 1.09
C -9.71 3.26 4.39
H -5.98 1.74 2.78
H -6.28 2.90 1.53
H -7.44 0.06 1.58
H -5.97 0.40 0.75
H -7.45 1.17 0.21
H -10.32 3.92 3.78
H -9.64 3.48 5.45
H -9.92 2.20 4.25
O -0.56 -5.04 3.20
S -1.05 -5.22 1.82
O -0.76 -4.17 0.84
O -0.25 -6.57 1.25
C -0.13 -7.63 2.16
C 1.25 -7.62 2.88
C -2.85 -5.71 1.65
H -0.34 -8.57 1.64
H -0.87 -7.54 2.96
H 1.55 -6.57 2.93
H 1.98 -8.15 2.27
H 1.34 -8.10 3.86
H -3.07 -6.69 2.08
H -3.07 -5.80 0.58
H -3.50 -4.93 2.04
O 2.99 -1.42 -1.69
S 3.74 -2.12 -2.74
O 3.44 -1.83 -4.14
O 5.36 -1.98 -2.34
C 6.37 -2.34 -3.29
C 7.82 -1.88 -2.86
C 3.60 -3.89 -2.46
H 6.21 -2.01 -4.31
H 6.37 -3.43 -3.36
H 7.70 -0.80 -2.76
H 8.65 -2.21 -3.48
H 8.27 -2.17 -1.91
H 3.93 -4.40 -3.37
H 2.55 -4.04 -2.20
H 4.26 -4.16 -1.63
O 3.53 3.87 -2.33
S 2.20 4.04 -3.02
O 1.00 3.55 -2.38
O 1.99 5.68 -3.29
C 0.80 6.12 -3.89
C 0.32 7.42 -3.20
C 2.28 3.53 -4.80
H -0.02 5.39 -3.86
H 0.99 6.34 -4.94
H 0.18 7.30 -2.13
H -0.61 7.83 -3.59
H 0.97 8.29 -3.29
H 1.32 3.25 -5.24
H 3.05 2.76 -4.79
H 2.79 4.35 -5.30
O -0.25 3.52 2.40
S -0.31 4.13 3.66
O -1.32 3.72 4.65
O 1.18 4.02 4.38
C 1.22 4.10 5.80
C 2.65 4.50 6.34
C -0.27 5.92 3.41
H 0.91 3.15 6.24
H 0.42 4.74 6.17
H 2.81 4.07 7.33
H 2.60 5.58 6.40
H 3.30 4.02 5.60
H -1.30 6.21 3.22
H 0.35 6.14 2.54
H 0.15 6.43 4.28
O 2.30 -0.23 2.91
S 3.40 -1.05 3.39
O 3.88 -2.17 2.65
O 4.73 -0.04 3.61
C 5.04 0.69 2.49
C 6.53 0.77 2.24
C 3.06 -1.48 5.19
H 4.57 1.67 2.57
H 4.55 0.45 1.55
H 6.88 -0.25 2.09
H 7.15 1.16 3.05
H 6.78 1.41 1.39
H 2.43 -2.36 5.31
H 2.49 -0.62 5.54
H 4.06 -1.49 5.63
O -4.33 -4.47 -4.70
S -4.41 -3.08 -5.17
O -5.25 -2.08 -4.43
O -2.91 -2.49 -5.39
C -2.00 -3.15 -6.27
C -1.81 -2.50 -7.63
C -5.08 -3.10 -6.89
H -2.40 -4.12 -6.54
H -1.04 -3.14 -5.74
H -1.36 -3.08 -8.43
H -1.10 -1.68 -7.50
H -2.67 -1.97 -8.05
H -4.62 -3.93 -7.43
H -4.88 -2.18 -7.43
H -6.16 -3.26 -6.88



(5)
Below is a cluster of 7 separate species, C21H56O7 in total, with properties calculated with wB97M-V/def2-TZVPD.

multiplicity = 1
E_LUMO = 0.54 eV
SMILES = CC(C)O.CC(C)O.CC(C)O.CC(C)O.CC(C)O.CC(C)O.CC(C)O
total charge = 0

Positions of all 84 atoms, in Å:
C 3.33 0.83 -2.29
C 3.84 0.34 -0.93
C 5.28 0.62 -0.75
O 3.13 1.09 0.11
H 3.78 0.32 -3.16
H 3.55 1.89 -2.51
H 2.24 0.76 -2.40
H 3.68 -0.77 -0.82
H 5.52 1.69 -0.79
H 5.79 0.14 -1.58
H 5.69 0.24 0.15
H 2.19 0.94 -0.07
C -2.20 3.80 1.35
C -2.15 3.10 2.72
C -3.47 2.55 3.20
O -1.27 2.04 2.37
H -2.95 3.26 0.75
H -1.25 3.74 0.85
H -2.46 4.88 1.45
H -1.63 3.71 3.47
H -3.98 1.89 2.55
H -4.16 3.35 3.43
H -3.32 2.14 4.21
H -1.21 1.37 3.07
C -2.60 -5.03 2.02
C -3.54 -5.55 3.13
C -2.91 -6.49 4.12
O -4.04 -4.32 3.62
H -3.25 -4.51 1.32
H -2.00 -5.77 1.54
H -1.93 -4.25 2.46
H -4.38 -6.11 2.65
H -3.64 -6.87 4.85
H -2.10 -6.03 4.65
H -2.57 -7.32 3.50
H -4.74 -4.50 4.28
C -0.21 -0.75 -1.39
C -0.74 -0.11 -0.17
C -0.92 -1.06 0.98
O 0.23 0.86 0.23
H -0.72 -1.70 -1.65
H 0.78 -1.15 -1.13
H -0.12 0.02 -2.18
H -1.74 0.40 -0.29
H 0.02 -1.57 1.10
H -1.68 -1.85 0.70
H -1.21 -0.64 1.95
H -0.20 1.52 0.74
C 0.68 2.71 -3.02
C -0.36 3.73 -3.35
C -1.13 4.31 -2.18
O 0.21 4.79 -4.08
H 0.22 1.83 -2.55
H 1.41 3.10 -2.30
H 1.15 2.44 -3.96
H -1.07 3.33 -4.08
H -2.09 4.77 -2.52
H -0.62 5.22 -1.79
H -1.29 3.67 -1.31
H 0.72 5.36 -3.49
C 1.54 3.58 1.74
C 1.47 4.13 0.33
C 1.27 5.60 0.26
O 2.63 3.79 -0.42
H 0.55 3.87 2.16
H 2.33 4.03 2.35
H 1.72 2.49 1.86
H 0.61 3.68 -0.14
H 1.34 5.98 -0.77
H 2.01 6.17 0.81
H 0.27 5.91 0.54
H 2.77 2.86 -0.22
C 1.37 -6.51 -3.07
C 0.64 -5.45 -2.23
C 0.35 -5.68 -0.76
O 1.31 -4.15 -2.27
H 2.32 -6.84 -2.66
H 1.68 -6.15 -4.07
H 0.65 -7.33 -3.20
H -0.32 -5.35 -2.75
H -0.31 -4.92 -0.34
H 1.30 -5.73 -0.17
H -0.22 -6.61 -0.63
H 1.10 -3.79 -3.14



The records above give, respectively, energy above the lowest of the compared OMol25 structures with the same formula, charge and spin values of 59.6; 407.7; 34.7; 216.6; 41.4 kcal per mole.
The records above give, respectively, M values of 826.238; 984.920; 464.685; 952.069; 420.672 g mol⁻¹.